The following is a quantum chemistry calculation of a 6-piece molecular cluster, C10H32O11 overall at a distorted geometry, from the Open Molecules 2025 dataset.

Last column: Löwdin charge in e.
Cartesian coordinates (Å):
1 O -1.4041 4.7882 -0.7912  -0.065
2 H -2.3307 4.8860 -0.5474  0.032
3 H -0.9203 5.0782 -0.0063  0.012
4 C 1.3841 1.5465 -1.0403  -0.230
5 C 1.1319 2.0449 0.3685  -0.242
6 O 2.2910 2.5270 1.0515  -0.076
7 O 2.3238 0.4696 -1.0557  -0.078
8 H 1.9193 2.2313 -1.7016  0.127
9 H 0.3944 1.3749 -1.4775  0.113
10 H 0.7025 1.2291 0.9641  0.109
11 H 0.4401 2.8907 0.3078  0.098
12 H 3.0481 2.1165 0.6076  0.081
13 H 2.0268 -0.3137 -0.5724  0.062
14 C 5.2124 -3.9031 -1.0964  -0.248
15 C 3.8267 -3.5195 -0.5890  -0.260
16 O 2.8734 -3.7891 -1.5916  -0.065
17 O 5.7183 -2.9508 -2.0439  -0.061
18 H 5.0180 -4.8593 -1.5982  0.118
19 H 5.9427 -4.1029 -0.3071  0.115
20 H 3.8763 -2.4725 -0.2546  0.117
21 H 3.5004 -4.0377 0.3104  0.115
22 H 3.1271 -3.3931 -2.4305  0.089
23 H 6.3111 -3.5073 -2.5614  0.084
24 C -1.2843 -3.3031 0.9055  -0.227
25 C 0.0136 -2.6565 1.2761  -0.219
26 O 0.2170 -1.3955 0.6243  -0.078
27 O -2.3961 -2.4781 1.3243  -0.061
28 H -1.3288 -4.3473 1.2339  0.125
29 H -1.3507 -3.3508 -0.1899  0.103
30 H 0.7845 -3.3704 0.9724  0.118
31 H 0.1807 -2.4116 2.3302  0.128
32 H -0.6298 -0.9323 0.6918  0.075
33 H -3.0967 -2.6686 0.6911  0.083
34 C -2.9189 -2.5396 -2.8932  -0.230
35 C -2.8228 -1.0357 -2.6057  -0.233
36 O -1.5309 -0.6864 -2.1072  -0.066
37 O -4.2937 -2.8729 -3.0935  -0.072
38 H -2.4902 -3.1202 -2.0784  0.098
39 H -2.3874 -2.8189 -3.8015  0.122
40 H -3.6335 -0.7040 -1.9526  0.121
41 H -2.9190 -0.5029 -3.5540  0.121
42 H -1.4788 -1.1292 -1.2490  0.046
43 H -4.5200 -2.6874 -4.0078  0.084
44 C -2.2473 5.7151 3.4800  -0.234
45 C -1.3273 4.5231 3.6132  -0.230
46 O -0.7219 4.2551 2.3564  -0.077
47 O -3.5837 5.2866 3.1824  -0.075
48 H -1.9279 6.3247 2.6230  0.117
49 H -2.2567 6.3986 4.3357  0.116
50 H -1.8813 3.6364 3.9450  0.123
51 H -0.5458 4.6809 4.3640  0.120
52 H 0.1159 3.7974 2.4709  0.076
53 H -4.1515 6.0599 3.1680  0.078

Calculated values
Relative energy (zero: lowest compared OMol25 entry of this formula, charge and spin), kcal per mole: 23.8
Orbital gap, Eh: 0.3803
Total charge: 0



The following is a quantum chemistry calculation of C6H10N2 as an isolated structure at a distorted geometry, from the Open Molecules 2025 dataset.

Last column: Löwdin charge in e.
Cartesian coordinates (Å):
1 C 2.6674 -0.4114 -0.2388  -0.052
2 C -0.3875 -0.1797 0.9631  -0.369
3 C -1.4573 -1.0991 0.5191  -0.139
4 C -1.7225 -0.3067 -0.8744  -0.120
5 C -0.5417 0.7830 -0.7566  -0.328
6 C -0.5800 1.2337 0.6031  -0.208
7 H 2.6587 -1.3301 -0.5987  0.004
8 H 3.8595 -0.2445 -0.1667  0.116
9 H 0.0680 -0.4602 1.9896  0.168
10 H -0.8307 -2.1348 0.2579  0.167
11 H -2.5690 -1.0619 0.9036  0.135
12 H -2.7373 0.3157 -1.2159  0.159
13 H -1.2635 -0.8763 -1.7048  0.089
14 H -0.3040 1.6594 -1.4486  0.168
15 H 0.1801 1.9226 1.1949  0.155
16 H -1.6398 1.6674 0.6908  0.127
17 N 1.7160 0.2921 0.1390  0.024
18 N 0.3851 -0.2316 -0.3097  -0.096

Calculated values
Relative energy (zero: lowest compared OMol25 entry of this formula, charge and spin), kcal per mole: 159.4
Orbital gap, Eh: 0.3499
Total charge: 0



The following is a quantum chemistry calculation of C5H7ClO as an isolated structure at a distorted geometry, from the Open Molecules 2025 dataset.

Last column: Löwdin charge in e.
Cartesian coordinates (Å):
1 C 1.4117 0.5757 2.1586  -0.006
2 C 1.2812 0.2645 0.8792  -0.248
3 C -1.4115 -0.8001 -1.9446  -0.129
4 C -0.8970 -0.7482 -0.5932  -0.217
5 C 0.2241 0.7518 -0.0016  -0.596
6 O -0.3089 -1.5675 -1.5188  -0.035
7 Cl -0.9394 1.8577 0.7075  0.614
8 H 2.2377 0.2186 2.7474  0.054
9 H 0.7085 1.2234 2.6544  0.028
10 H 1.9958 -0.3724 0.3766  0.108
11 H -2.3122 -1.3719 -2.1478  0.111
12 H -1.1948 -0.0012 -2.6421  0.111
13 H -1.3656 -1.1781 0.2778  0.121
14 H 0.5707 1.1477 -0.9532  0.083

Calculated values
Relative energy (zero: lowest compared OMol25 entry of this formula, charge and spin), kcal per mole: 62.6
Orbital gap, Eh: 0.3684
Total charge: 0



The following is a quantum chemistry calculation of C26H23Cl3CoFN5O3 as an isolated structure, from the Open Molecules 2025 dataset.

Last column: Mulliken spin population.
Cartesian coordinates (Å):
1 Co -0.2786 -0.2236 0.1906  2.795
2 F -4.4115 5.1155 -1.1691  0.046
3 C -3.1664 4.9803 -1.5744  0.246
4 C -2.5065 3.8264 -1.1880  0.010
5 C -1.2273 3.5947 -1.6136  0.064
6 C -0.5133 2.3537 -1.1956  0.080
7 O -1.1442 1.5562 -0.4800  0.193
8 C 0.8418 2.2115 -1.6594  0.038
9 C 1.3337 3.1887 -2.4509  -0.087
10 N 0.6538 4.3135 -2.8773  0.146
11 C 1.3895 5.2681 -3.7056  -0.019
12 C 2.2459 4.7482 -4.8158  0.002
13 C 0.9700 5.4637 -5.1376  0.018
14 C -0.6002 4.5682 -2.4701  0.167
15 C -1.2838 5.7432 -2.8477  -0.013
16 C -2.5721 6.0096 -2.4181  0.051
17 N -3.2318 7.1435 -2.7965  0.056
18 C -4.5624 7.6072 -2.3807  -0.003
19 C -4.5402 9.0825 -2.0247  0.002
20 N -3.9932 9.9227 -3.1755  0.000
21 C -3.5107 9.0759 -4.3194  0.000
22 C -2.5888 7.9876 -3.8107  -0.015
23 C 1.8303 1.0698 -1.3407  0.015
24 O 2.9037 1.1267 -1.8818  0.026
25 O 1.3985 0.1163 -0.5894  0.082
26 H -3.0167 3.1115 -0.5556  0.009
27 H 2.3574 3.1013 -2.7916  -0.004
28 H 1.7416 6.1164 -3.1314  0.002
29 H 2.2636 3.6821 -4.9949  0.001
30 H 3.1875 5.2510 -4.9781  0.000
31 H 0.1532 4.8578 -5.5066  -0.001
32 H 1.0249 6.4665 -5.5372  0.000
33 H -0.7630 6.4401 -3.4808  -0.007
34 H -4.9039 7.0873 -1.4977  -0.001
35 H -5.2885 7.4019 -3.1705  0.004
36 H -3.9106 9.2828 -1.1606  0.000
37 H -5.5487 9.4304 -1.8116  0.000
38 H -3.2262 10.5070 -2.8368  0.000
39 H -4.7054 10.5758 -3.5102  0.000
40 H -2.9825 9.7237 -5.0167  0.000
41 H -4.3916 8.6811 -4.8198  0.000
42 H -1.6693 8.4244 -3.4037  0.004
43 H -2.3072 7.3804 -4.6768  0.007
44 Cl 0.2265 1.0531 5.5103  0.000
45 C 0.4503 -0.5302 4.7645  0.000
46 Cl -0.6706 -1.7177 5.4160  0.001
47 Cl 2.1193 -1.0712 4.8671  0.001
48 C 0.1332 -0.3710 3.3215  0.008
49 N -0.1150 -0.2514 2.2122  0.027
50 N -1.1698 -1.8852 -0.4487  0.016
51 C -1.6427 -2.8434 -0.8750  0.028
52 C -2.2310 -4.0321 -1.4007  0.002
53 C -1.4070 -4.9499 -2.0590  0.002
54 C -1.9770 -6.1037 -2.5649  -0.001
55 C -3.3405 -6.3276 -2.4112  0.002
56 C -4.1504 -5.4106 -1.7495  -0.001
57 C -3.6013 -4.2509 -1.2359  0.003
58 H -0.3472 -4.7635 -2.1631  0.000
59 H -1.3596 -6.8292 -3.0748  0.000
60 H -3.7785 -7.2328 -2.8101  0.000
61 H -5.2070 -5.6041 -1.6320  0.000
62 H -4.2154 -3.5326 -0.7108  0.000

Calculated values
Multiplicity: 5
Relative energy (zero: lowest compared OMol25 entry of this formula, charge and spin), kcal per mole: 0.0
Orbital gap (alpha / beta), Eh: 0.2651 / 0.1420
Total charge: +3



The following is a quantum chemistry calculation of a 5-piece molecular cluster, C2H13NO4 overall at a distorted geometry, from the Open Molecules 2025 dataset.

Last column: Löwdin charge in e.
Cartesian coordinates (Å):
1 C 2.6606 1.2760 -1.0204  -0.130
2 C 0.5643 2.2487 -1.2196  -0.107
3 N 1.4316 1.8006 -0.4285  -0.075
4 H 3.2136 0.7179 -0.2810  0.069
5 H 3.1793 2.1821 -1.3441  0.080
6 H 2.5277 0.8096 -2.0065  0.075
7 H -0.1971 2.9916 -0.9961  0.070
8 H 0.5926 2.0064 -2.2896  0.072
9 H -1.0918 -3.8604 -0.2424  0.042
10 H -1.1766 -2.3911 -0.6938  0.021
11 O -0.6214 -3.0237 -0.2281  -0.058
12 H -3.6224 -1.3044 -0.1938  0.032
13 H -2.5370 -0.6883 0.7250  -0.007
14 O -3.0570 -1.4868 0.5586  -0.062
15 H 0.8224 -1.9151 2.5745  0.033
16 H 0.2478 -1.4423 1.1557  -0.002
17 O 0.4878 -1.1894 2.0491  -0.063
18 H -1.0255 1.3756 0.5498  -0.003
19 H -0.9872 1.0375 2.0857  0.055
20 O -1.4117 0.8557 1.2455  -0.042

Calculated values
Relative energy (zero: lowest compared OMol25 entry of this formula, charge and spin), kcal per mole: 39.7
Orbital gap, Eh: 0.3879
Total charge: 0



The following is a quantum chemistry calculation of a 2-piece molecular cluster, C3H7ClO7PS2 overall at a distorted geometry, from the Open Molecules 2025 dataset.

Last column: Löwdin charge in e.
Cartesian coordinates (Å):
1 O 0.5875 -1.5958 -0.8207  -0.138
2 C 1.6750 -2.2596 -0.4217  -0.529
3 O 1.4841 -3.3461 0.5962  -0.267
4 O 3.0637 -2.0066 -0.8330  -0.305
5 S 3.4918 -0.3620 -0.7239  0.937
6 O 3.2227 0.2042 -2.1721  -0.473
7 O 2.4500 0.5383 0.2795  -0.670
8 P 2.6298 0.1098 1.9678  0.653
9 O 3.7349 1.1705 2.8041  -0.403
10 Cl 0.6965 0.5993 2.8129  0.170
11 H 4.6386 1.1906 2.3696  0.059
12 C -3.8947 -0.1447 -0.8292  -0.285
13 S -2.2392 -0.1956 -0.1010  0.810
14 O -2.3951 -0.0490 1.3836  -0.580
15 C -1.7029 1.4049 -0.7523  -0.261
16 H -4.4371 -1.0421 -0.5224  0.044
17 H -4.4301 0.7406 -0.4783  0.046
18 H -3.8133 -0.1270 -1.9185  0.046
19 H -2.3752 2.1934 -0.4061  0.049
20 H -1.6953 1.3706 -1.8441  0.053
21 H -0.6918 1.6063 -0.3902  0.044

Calculated values
Orbital gap, Eh: 0.2632
Total charge: -1



| no. | molecular weight (g mol⁻¹) |
| --- | --- |
| 1 | 328.4 |
| 2 | 110.2 |
| 3 | 118.6 |
| 4 | 637.8 |
| 5 | 115.1 |
| 6 | 285.6 |